{"formula": "H22NeO11", "method": "ωB97M-V/def2-TZVPD", "total_energy_ha": -969.76951, "e_lumo_ev": -0.3, "fmax_ev_per_a": 0.763, "gap_ev": 10.06, "charge": 0, "e_homo_ha": -0.383, "species": ["H", "H", "H", "H", "H", "O", "O", "O", "H", "O", "H", "O", "H", "H", "H", "O", "O", "H", "H", "H", "H", "H", "O", "Ne", "H", "H", "O", "H", "H", "H", "H", "H", "O", "O"], "positions_angstrom": [[-9.469, -6.634, -0.237], [-9.508, -9.002, 5.809], [-9.937, -6.167, 6.873], [-9.516, -2.282, 4.613], [-12.540, -3.909, 6.709], [-9.182, -5.778, 7.314], [-9.907, -9.518, 5.109], [-13.198, -4.970, 2.192], [-14.133, -4.908, 1.997], [-9.848, -5.883, 0.220], [-12.017, -7.529, 6.984], [-7.813, -9.622, 3.299], [-12.910, -4.062, 2.279], [-12.107, -4.960, 5.708], [-8.426, -6.100, 6.824], [-12.167, -4.013, 5.833], [-6.970, -7.047, 2.291], [-8.309, -4.108, 2.688], [-14.071, -7.925, 4.443], [-10.327, -10.250, 5.560], [-10.793, -6.018, 0.161], [-7.495, -8.812, 2.901], [-11.811, -7.062, 6.173], [-10.578, -6.150, 3.648], [-10.802, -2.552, 5.365], [-11.402, -7.722, 5.614], [-13.921, -7.996, 3.500], [-8.574, -9.354, 3.814], [-13.921, -7.091, 3.189], [-7.507, -6.255, 2.319], [-6.250, -6.870, 2.896], [-9.029, -4.675, 1.483], [-10.294, -1.847, 4.962], [-8.182, -4.331, 1.766]]}